Record 1
ORCA calculation (the ωB97M-V functional and the def2-TZVPD basis) on a molecular structure, C24H20F4N2O5.

The geometry in XYZ format:
```
55
Properties=species:S:1:pos:R:3:forces:R:3
F 4.986480 -1.648815 0.827378 -1.5 0.9 -0.9
F 2.698590 -1.224388 1.528419 3.1 0.2 -2.9
F 3.680810 -3.383914 -0.778304 -1.6 2.0 0.5
F 3.894992 -1.507745 -1.894322 0.0 -0.2 -0.1
O -1.720632 -1.676418 1.965635 -7.7 4.6 5.4
O 0.251245 -4.597922 1.619784 1.4 2.5 4.1
O 1.981296 -1.970686 -1.000482 -4.4 -2.5 -0.8
O -2.205396 4.905588 -0.678308 4.3 6.4 -17.2
O -2.906958 2.012335 0.999198 -0.7 0.8 -0.9
N -0.290941 -2.218460 0.776152 12.2 -1.0 -11.4
N -1.294492 2.627003 -0.352294 4.5 -7.7 -2.1
C 3.851800 -1.168141 0.301258 -3.0 -4.7 4.2
C -2.818594 4.498470 -2.103842 4.2 6.3 -0.8
C 3.883479 -4.391784 2.628993 -5.6 -0.9 -3.5
C 3.663502 -3.481314 3.605261 10.7 1.5 4.9
C 1.443001 -3.270636 3.360798 -0.9 10.3 12.1
C -4.262922 3.345403 -3.654186 -3.4 -3.6 -0.5
C -0.999672 -3.885038 2.122245 1.3 -6.5 0.2
C -2.379796 2.857022 0.266608 -2.4 -0.7 5.4
C 1.529862 -4.088509 2.479499 -2.0 -8.1 -11.1
C -2.442336 5.370441 -3.266976 -5.1 -9.5 2.3
C 0.026885 -1.029453 -0.054699 1.1 1.5 2.1
C -0.733147 0.096784 0.155171 1.5 4.2 -2.9
C -4.033664 4.166434 -4.758580 -3.9 -7.2 2.5
C 1.632437 0.323590 -1.501589 -3.2 -0.1 1.8
C 1.406156 -0.787972 -0.778780 -7.4 -0.6 2.0
C -3.734464 3.622299 -2.442706 -2.7 -6.3 6.0
C 2.713743 -4.654511 1.901679 -1.6 0.3 2.2
C -3.129250 4.973271 -4.424961 6.7 10.2 -2.7
C 3.165609 -2.066169 -0.784873 10.2 -1.4 0.2
C -0.398705 1.414768 -0.537703 0.2 -3.3 -1.0
C -1.084708 -2.592706 1.674999 1.6 2.1 -0.6
C -2.698379 4.383053 0.246843 -7.2 -7.9 9.6
C 0.786817 1.390427 -1.542589 -6.4 -1.1 6.3
C 2.683490 -2.828368 4.132725 -5.2 -1.6 -3.3
H -4.938952 2.324581 -3.589000 1.5 3.0 -0.9
H -4.475723 3.832918 -5.632520 -0.5 0.4 -2.0
H 2.459913 0.515068 -1.974179 4.8 0.1 -2.8
H 2.613995 -2.127188 4.914801 0.3 0.5 0.6
H -1.315360 -4.023275 3.188548 0.5 -0.2 -1.1
H -3.801273 4.361794 0.302354 -0.3 0.4 0.3
H -4.166005 2.745090 -1.522859 1.5 3.0 -2.6
H 0.527398 -2.882555 0.387594 -2.8 1.0 1.7
H -2.310793 4.935689 1.048281 0.3 -0.1 2.5
H -2.920618 5.725365 -5.302342 0.1 -1.0 1.5
H 3.801021 -0.204992 -0.012772 0.6 3.0 -0.2
H 4.828868 -3.182637 4.261195 -3.2 -0.9 -1.9
H 2.483123 -5.425012 1.165861 0.8 0.2 -0.1
H 4.485038 -5.105439 2.224334 3.7 -0.9 0.2
H -1.557154 0.191898 0.781262 -1.2 -0.5 0.9
H -0.766146 3.308418 -0.642746 2.7 5.2 -2.2
H 0.613916 -2.667205 3.928088 0.6 -1.8 -2.1
H -2.098649 6.240900 -3.140168 3.4 6.4 0.6
H 0.966024 2.335444 -1.788492 1.5 3.5 -2.1
H -1.574761 -4.412803 1.365308 -1.4 -0.4 0.7
```
Positions in Å, forces in eV/Å.

Calculated values
E = -1811.0548 Ha
HOMO level = -8.4 eV
Frontier orbital gap = 8.37 eV
ΔE to the lowest compared entry with this formula, charge and spin = 1917.9 kJ/mol

Record 2
ORCA calculation (the ωB97M-V functional and the def2-TZVPD basis) on C2H6BrFSi in the gas phase.

The geometry in XYZ format:
```
11
Properties=species:S:1:pos:R:3:forces:R:3
Br -2.328347 0.637706 0.243406 -0.3 -0.2 -0.2
Si -0.333210 -0.332176 -0.061909 -0.3 1.8 -1.2
F -0.404381 -1.739358 -0.804290 -0.1 -0.2 -0.2
C 0.155875 -0.731358 1.723501 -0.2 4.2 -1.6
C 0.424761 0.949997 -1.575430 -2.0 -2.0 0.5
H 1.476168 0.975396 -1.564748 1.5 -0.4 -0.1
H 0.036231 -1.702173 1.959334 -0.3 -3.4 0.6
H 0.139233 2.007841 -1.476306 -0.5 -0.6 0.1
H 1.178474 -0.440523 1.698416 1.2 0.0 0.7
H -0.395873 -0.084372 2.427930 0.3 -0.3 -0.4
H 0.051064 0.459025 -2.569905 0.6 1.0 1.9
```
Positions in Å, forces in eV/Å.

Calculated values
SMILES = C[Si](C)(F)Br
E = -3043.2711 Ha
HOMO level = -10.1 eV
Frontier orbital gap = 10.76 eV
ΔE to the lowest compared entry with this formula, charge and spin = 65.2 kJ/mol